The following is a DFT calculation (wB97M-V/def2-TZVPD) of C19H34N5O14P2SSr as an isolated structure.

XYZ file:
```
76
Properties=species:S:1:pos:R:3:forces:R:3
Sr 0.950 -0.166 1.117 0.324 0.173 -0.230
C 5.135 3.490 0.177 -0.046 -0.015 -0.009
C 4.066 2.572 0.745 0.003 -0.007 0.035
O 4.377 2.349 2.125 -0.001 -0.064 -0.049
P 4.081 0.926 -0.068 0.192 -0.036 0.018
O 5.649 0.590 -0.191 -0.091 0.070 -0.021
O 3.660 1.104 -1.575 -0.063 0.043 -0.053
O 3.384 -0.169 0.658 0.275 0.185 0.094
P 2.339 3.254 0.496 0.060 -0.032 -0.087
O 1.940 3.739 2.001 -0.013 -0.082 -0.077
O 2.336 4.422 -0.418 0.017 0.018 0.019
O 1.553 2.011 0.200 -0.007 0.385 0.108
H 6.120 3.033 0.267 0.007 0.010 0.013
H 5.121 4.425 0.737 -0.014 0.016 -0.023
H 4.919 3.715 -0.866 0.033 -0.003 -0.007
H 3.564 2.101 2.584 0.010 0.052 0.014
H 5.784 -0.322 0.089 0.038 -0.086 0.032
H 2.680 0.977 -1.696 0.024 -0.035 0.028
H 2.091 4.687 2.052 0.033 0.098 0.025
C 0.341 -0.201 5.597 0.022 -0.011 0.014
O -0.510 0.811 5.052 0.069 0.027 -0.003
C -0.141 1.248 3.839 -0.109 -0.056 0.069
O 0.950 1.024 3.346 0.011 0.002 0.231
N -1.142 1.980 3.285 0.073 0.082 -0.028
N -1.035 2.243 1.908 -0.259 -0.345 -0.058
H -0.089 -0.458 6.560 -0.011 0.006 -0.004
H 1.356 0.174 5.723 0.001 0.005 -0.004
H 0.346 -1.069 4.939 -0.003 0.002 -0.003
H -2.060 1.736 3.633 -0.001 -0.023 -0.019
H -1.303 3.201 1.726 0.226 0.083 0.071
H -1.699 1.625 1.438 -0.083 0.068 0.013
C -5.338 -6.133 1.635 0.021 0.029 0.013
C -4.498 -4.883 1.625 -0.002 -0.006 -0.009
C -3.197 -4.893 2.113 -0.024 -0.015 -0.011
C -2.424 -3.741 2.117 0.038 0.037 -0.013
C -2.962 -2.564 1.629 0.041 0.077 -0.003
C -4.256 -2.532 1.125 -0.014 -0.012 0.025
C -5.018 -3.688 1.130 0.026 0.005 0.008
S -1.979 -1.087 1.527 -0.282 -0.090 -0.034
O -2.890 0.036 1.746 -0.033 -0.015 -0.010
O -0.968 -1.187 2.599 -0.135 0.007 0.135
N -1.336 -0.985 0.125 -0.110 -0.091 -0.092
C -0.909 -2.221 -0.564 -0.054 0.127 -0.073
C 0.148 -3.114 0.139 -0.181 -0.110 0.143
O -0.049 -4.333 0.097 0.170 -0.012 -0.049
O 1.117 -2.506 0.698 -0.147 -0.213 -0.213
H -4.716 -7.023 1.727 -0.003 -0.003 0.001
H -5.924 -6.218 0.719 -0.004 -0.007 0.003
H -6.038 -6.124 2.474 -0.005 -0.013 -0.003
H -2.768 -5.821 2.474 0.001 0.001 0.002
H -1.401 -3.758 2.469 -0.003 -0.012 0.001
H -4.651 -1.600 0.744 -0.005 -0.004 -0.002
H -6.029 -3.668 0.738 0.001 0.002 -0.001
H -0.462 -1.890 -1.507 -0.004 -0.010 0.009
H -1.770 -2.844 -0.819 0.015 -0.038 0.068
C 1.933 -0.615 -4.375 -0.020 -0.003 0.018
N 1.002 0.489 -4.268 0.052 0.042 0.024
C 0.425 0.977 -5.502 -0.041 0.028 -0.005
C -0.076 2.394 -5.316 0.013 -0.018 0.031
C -1.023 2.425 -4.134 0.028 0.001 -0.018
N -0.398 1.837 -2.966 -0.083 0.015 0.010
C -0.954 2.223 -1.679 0.023 0.049 -0.009
C 0.577 0.895 -3.029 -0.102 -0.013 -0.021
O 1.075 0.416 -2.004 0.148 -0.236 0.055
H 2.819 -0.310 -4.939 0.004 0.000 -0.002
H 1.465 -1.461 -4.888 0.001 -0.003 0.000
H 2.234 -0.928 -3.381 -0.001 -0.007 -0.009
H -0.395 0.324 -5.834 0.009 -0.009 -0.003
H 1.198 0.941 -6.274 0.007 -0.004 0.007
H -0.582 2.744 -6.216 -0.002 -0.008 -0.007
H 0.772 3.053 -5.118 -0.008 0.009 -0.007
H -1.956 1.899 -4.374 -0.004 0.002 -0.003
H -1.286 3.455 -3.885 -0.006 -0.003 0.008
H -0.736 3.275 -1.478 0.009 -0.002 -0.011
H -0.501 1.630 -0.897 -0.034 0.027 -0.044
H -2.035 2.063 -1.682 -0.019 -0.028 -0.012
```
Positions in Å, forces in eV/Å.

Summary:
LUMO: 2.46 eV
E_HOMO: -5.04 eV
calculated total energy: -86632.3177 eV
total charge: -1
Kohn-Sham gap: 0.2754 hartree

Results of the Mulliken charge analysis, in e, for atoms 1 through 5:
1. Sr 1.48
2. C -1.77
3. C 1.10
4. O -0.63
5. P 1.08